Record 1
ORCA calculation (ωB97M-V/def2-TZVPD) on C44H37BrClN5O2PZn as an isolated structure.

The HOMO energy is -9.529 eV. As for the net charge: +1. The spin multiplicity is 1. Its HOMO-LUMO gap is 6.82 eV.

Atoms and positions in Å:
Zn 0.052114 -0.150308 -0.308386
C -3.069744 0.372000 -1.101478
C -2.699483 0.420599 -2.583538
C -2.833881 -0.959905 -3.241905
C -1.327351 1.055264 -2.811708
C -1.031619 1.296254 -4.288242
O 0.376177 1.004792 -4.406692
C 0.758184 0.386729 -3.277947
N -0.135101 0.285295 -2.364231
C 2.185444 -0.041947 -3.307384
C 2.753915 -0.071285 -4.587761
C 4.088057 -0.365085 -4.788743
C 4.901082 -0.624862 -3.699022
C 4.354095 -0.618785 -2.427247
C 3.006940 -0.343573 -2.199188
P 2.459910 -0.364312 -0.441300
C 3.183424 1.140554 0.277057
C 3.852870 2.115122 -0.451532
C 4.369653 3.230831 0.199165
C 4.211755 3.379193 1.568159
C 3.518912 2.418300 2.296587
C 3.002019 1.306729 1.653062
C 3.424611 -1.700409 0.345339
C 4.721681 -1.501981 0.821339
C 5.416988 -2.547040 1.412048
C 4.824463 -3.795073 1.548866
C 3.524718 -3.994554 1.107384
C 2.827504 -2.949085 0.516642
H -4.141685 0.205545 -0.980129
H -2.811966 1.302716 -0.586110
H -2.558769 -0.455815 -0.597687
H -3.399819 1.100626 -3.076736
H -1.913530 -1.535033 -3.135997
H -3.066504 -0.885489 -4.306275
H -3.643248 -1.524123 -2.771753
H -1.286571 1.996458 -2.254893
H -1.207354 2.316530 -4.609907
H -1.571390 0.611025 -4.939687
H 2.129786 0.148317 -5.441669
H 4.490436 -0.383331 -5.793427
H 5.956087 -0.830402 -3.834574
H 4.994171 -0.840173 -1.585012
H 3.968820 2.017912 -1.523266
H 4.899301 3.985667 -0.370263
H 4.622611 4.246971 2.069340
H 3.381769 2.539915 3.365042
H 2.452058 0.557725 2.216613
H 5.186870 -0.524544 0.750893
H 6.426091 -2.384298 1.770664
H 5.370852 -4.606802 2.012350
H 3.046652 -4.958094 1.230852
H 1.803212 -3.103574 0.206416
Br -7.228631 -0.057590 0.848810
C -6.151542 0.930858 2.055409
C -6.127969 0.589611 3.395856
C -5.315559 1.306040 4.261971
C -4.492810 2.320443 3.786593
C -4.554866 2.669833 2.436139
C -5.395590 1.987351 1.574628
N -3.746479 3.074137 4.748069
N -2.578622 3.462121 4.543364
C -1.803615 2.965340 3.454557
C -1.096047 3.873250 2.703452
C -0.421295 3.506541 1.532406
C -0.400294 2.190786 1.096587
O 0.141956 1.796407 -0.019281
C -0.973990 1.205927 1.980545
N -0.764734 -0.106585 1.651563
C -1.169907 -1.045187 2.482521
C -1.833633 -0.761704 3.681233
C -2.096771 0.540652 4.005582
C -1.672720 1.580814 3.149342
H -6.751103 -0.213373 3.765631
H -5.301413 1.070523 5.321815
H -3.966659 3.501796 2.065516
H -5.461383 2.274733 0.534806
H -1.124767 4.915323 3.009823
H 0.083846 4.254724 0.932563
H -0.934661 -2.069520 2.219929
H -2.107353 -1.572210 4.343870
H -2.593125 0.782646 4.936911
Cl 1.081374 -4.806817 -3.353281
C 0.053978 -4.180142 -2.124625
C -0.873428 -4.980367 -1.480086
C -1.674389 -4.397065 -0.513419
C -1.511715 -3.054383 -0.221134
N -0.593306 -2.291349 -0.821524
C 0.167412 -2.850898 -1.766258
H -0.970320 -6.027807 -1.738119
H -2.425748 -4.976988 0.006444
H -2.154608 -2.565612 0.501954
H 0.895272 -2.223444 -2.264290

Atoms 1-3, force components in eV/Å:
Zn 0.18 -0.36 -0.05
C 0.08 0.04 0.01
C 0.11 -0.25 0.11

Record 2
ORCA calculation (ωB97M-V/def2-TZVPD) on C44H37Cl5NO2P2S2Ta as an isolated structure in a non-equilibrium geometry.

The HOMO energy is -8.011 eV. As for the net charge: 0. Its energy above the lowest of the compared OMol25 structures with the same formula, charge and spin is 1.021 eV. The spin multiplicity is 1. Its HOMO-LUMO gap is 7.06 eV.

Atoms and positions in Å:
Ta -0.215684 0.282364 -1.157442
S -0.676360 2.314433 0.345598
P -1.131401 0.742172 1.557942
C -0.441948 -0.619335 0.719941
P 0.736905 -1.773995 1.342452
S 2.579987 -1.090700 1.349712
C 0.607559 -3.283807 0.327054
C -0.386377 -4.237058 0.547909
C -0.497499 -5.343222 -0.281741
C 0.382822 -5.508184 -1.343808
C 1.380992 -4.570667 -1.562879
C 1.499164 -3.469311 -0.723614
C 0.208627 -2.331700 2.985154
C 1.152748 -2.671795 3.948646
C 0.734748 -3.119277 5.195032
C -0.619500 -3.230325 5.485883
C -1.564006 -2.915120 4.518814
C -1.143453 -2.472362 3.272294
C -0.618669 1.128439 3.242188
C 0.677570 0.869046 3.683269
C 1.054387 1.233447 4.967708
C 0.152769 1.871264 5.807661
C -1.129143 2.159490 5.359701
C -1.517320 1.791305 4.080642
C -2.950346 0.621352 1.629725
C -3.740967 1.304829 0.711754
C -5.118360 1.116890 0.685678
C -5.721890 0.262895 1.594607
C -4.947772 -0.384141 2.550644
C -3.574085 -0.201924 2.570359
H -1.080563 -4.125638 1.370200
H -1.271367 -6.077728 -0.098070
H 0.293271 -6.369414 -1.993611
H 2.074422 -4.696964 -2.384639
H 2.295137 -2.749716 -0.871055
H 2.206260 -2.555521 3.724846
H 1.471313 -3.373885 5.946731
H -0.938501 -3.572089 6.462396
H -2.621188 -3.016204 4.732485
H -1.867911 -2.264819 2.495714
H 1.406085 0.408239 3.025879
H 2.059138 1.019225 5.308404
H 0.449282 2.150893 6.810966
H -1.830612 2.667877 6.008195
H -2.520560 2.013690 3.743026
H -3.276381 1.976777 0.003395
H -5.716718 1.642632 -0.048367
H -6.793877 0.114080 1.571597
H -5.415904 -1.028349 3.283893
H -2.995209 -0.676872 3.348575
Cl -2.781967 -2.480663 -0.709841
C -3.225320 -1.102929 -1.662104
C -2.395685 0.017157 -1.750421
C -2.857551 1.000557 -2.598286
Cl -1.786084 2.369354 -2.765245
C -4.014721 0.970422 -3.358067
Cl -4.424890 2.269077 -4.411918
C -4.845567 -0.128833 -3.195877
Cl -6.341404 -0.207756 -4.042266
C -4.452027 -1.162334 -2.339513
Cl -5.504083 -2.515838 -2.146609
O 0.472977 -2.755622 -4.220992
C 0.224184 -1.981279 -3.389484
N -0.029483 -1.180561 -2.525222
C 0.994551 2.658285 -4.446129
C 0.991410 3.637070 -3.267813
C 1.024627 5.055131 -3.848700
C 2.164890 3.318773 -2.360339
C 3.095323 4.304634 -2.033985
C 4.288044 3.992812 -1.410481
C 4.614317 2.660400 -1.228427
C 3.719339 1.632480 -1.522299
C 4.208341 0.182909 -1.487922
C 5.738820 0.093723 -1.518645
C 3.666165 -0.643861 -2.651026
C 2.432615 2.024992 -1.917013
O 1.374978 1.117242 -1.722082
H 0.137123 2.835228 -5.094655
H 0.985438 1.609087 -4.149974
H 1.901338 2.821424 -5.036111
H 0.066791 3.580132 -2.685748
H 1.994244 5.270417 -4.302241
H 0.816828 5.824691 -3.104178
H 0.263495 5.143975 -4.625024
H 2.896174 5.328972 -2.310872
H 4.985328 4.773076 -1.135012
H 5.598413 2.406471 -0.863583
H 3.879764 -0.278139 -0.560056
H 6.153901 0.656424 -2.359220
H 6.034848 -0.950351 -1.631074
H 6.206134 0.457168 -0.603006
H 3.913143 -0.174979 -3.609122
H 2.592567 -0.774507 -2.610762
H 4.123063 -1.635619 -2.640099

Atoms 1-3, force components in eV/Å:
Ta -0.85 -0.52 1.03
S -0.14 -0.21 -0.21
P -0.22 -0.02 -0.08

Q: Which of these has the highest net charge?
A: C44H37BrClN5O2PZn

Q: What is the formula in the first record?
A: C44H37BrClN5O2PZn